# 1
A molecular structure, C43H56AsClN2O2PPd. Source: OMol25; level of theory: ωB97M-V/def2-TZVPD.

Each line ends with the natural charge from an NBO analysis.
Geometry (Å):
Pd 0.24550 -0.45861 0.01640  1.0275
Cl 5.24370 -0.32228 5.54014  0.1946
C 3.89591 -0.50720 4.54988  0.0181
C 2.63344 -0.78520 5.13190  -0.1937
C 1.55359 -0.93343 4.32967  -0.1952
C 1.65350 -0.79647 2.89018  0.4481
O 0.61537 -0.87174 2.20330  -0.6256
C 2.97351 -0.55164 2.31359  -0.0918
C 3.26891 -0.54577 0.88382  0.1569
N 2.46155 -0.84580 -0.05455  -0.4829
C 2.94264 -1.03647 -1.37913  0.1627
C 4.24568 -1.32573 -1.68566  -0.2043
C 4.67081 -1.48466 -3.01956  -0.1719
C 3.77549 -1.39087 -4.04163  -0.1449
C 2.40668 -1.16590 -3.76046  -0.0912
C 1.42369 -1.15553 -4.77523  -0.0630
C 0.10819 -1.00123 -4.44638  -0.2666
C -0.22282 -0.83018 -3.09614  0.0910
N 0.66625 -0.81132 -2.12475  -0.5160
C 1.98670 -0.98912 -2.42728  0.1342
C 4.04211 -0.39941 3.15312  -0.1677
H 2.55277 -0.87038 6.20918  0.2671
H 0.57086 -1.13225 4.73837  0.2469
H 4.30719 -0.31905 0.64080  0.2004
H 4.97386 -1.46868 -0.89580  0.2318
H 5.71352 -1.70065 -3.22326  0.2526
H 4.08996 -1.51808 -5.07192  0.2483
H 1.72721 -1.28508 -5.80798  0.2501
H -0.66960 -1.00623 -5.19797  0.2541
H -1.25536 -0.68600 -2.80442  0.2010
H 5.03007 -0.21172 2.74489  0.2507
C -2.02778 2.42148 -1.23428  -0.6157
C -0.60018 2.97816 -1.27277  -0.3000
C -0.63472 4.50930 -1.20919  -0.6302
C 0.07803 2.60205 -2.59507  -0.6320
P 0.41694 2.17205 0.09694  1.0030
C 2.07363 2.87752 -0.16923  -0.4324
C 2.92350 2.24813 -1.07773  -0.1470
C 4.16022 2.78843 -1.40273  -0.2211
C 4.56871 3.97788 -0.81809  -0.1684
C 3.72765 4.62757 0.07584  -0.1834
C 2.48770 4.08815 0.39318  -0.1971
C -0.12517 2.66645 1.84698  -0.3164
C -0.70638 4.07602 2.02124  -0.6173
C -1.21163 1.69835 2.31975  -0.6256
C 1.10257 2.50522 2.75330  -0.6129
H -2.57167 2.74998 -2.12557  0.2368
H -2.57376 2.79089 -0.36036  0.2097
H -2.02655 1.32918 -1.22079  0.1835
H -1.09642 4.87314 -2.13322  0.2371
H 0.36800 4.93583 -1.16638  0.2312
H -1.22040 4.89581 -0.38421  0.2218
H -0.57289 2.91172 -3.41858  0.2345
H 0.25902 1.53399 -2.68829  0.2054
H 1.02849 3.12197 -2.71336  0.2372
H 2.59685 1.35099 -1.57282  0.1936
H 4.79788 2.28813 -2.12468  0.2293
H 5.53239 4.40682 -1.06795  0.2430
H 4.03138 5.56590 0.52335  0.2415
H 1.85767 4.62635 1.08673  0.2189
H -1.67877 4.17177 1.54095  0.2122
H -0.06552 4.87860 1.66266  0.2230
H -0.86137 4.24100 3.09275  0.2361
H -2.10952 1.81422 1.71736  0.1957
H -1.47328 1.94826 3.35329  0.2355
H -0.89104 0.65860 2.30378  0.2218
H 1.81646 3.31627 2.63301  0.2349
H 1.62887 1.57324 2.55919  0.1927
H 0.77243 2.50008 3.79683  0.2311
C 1.15599 -4.33887 -1.74990  -0.6407
C -0.11011 -3.84152 -1.08182  -0.0608
O 0.08431 -3.06272 0.11238  -0.5934
C 0.33803 -3.82771 1.30544  -0.0683
C 1.80365 -4.11608 1.55481  -0.6341
H 0.89916 -4.75725 -2.72650  0.2382
H 1.64173 -5.12740 -1.17801  0.2257
H 1.86947 -3.52764 -1.89818  0.2040
H -0.76316 -4.68689 -0.84591  0.1870
H -0.64705 -3.18784 -1.76499  0.1685
H -0.23542 -4.75771 1.25425  0.1885
H -0.06301 -3.23413 2.12149  0.1899
H 2.23445 -4.78161 0.80912  0.2251
H 1.90631 -4.60169 2.52893  0.2379
H 2.38572 -3.19136 1.56514  0.1927
C -3.32338 -1.83624 -1.54210  -0.9682
As -2.45811 -1.21796 0.09004  0.9613
C -2.83308 -2.73117 1.24259  -0.9509
C -3.90800 0.04091 0.80786  -0.7295
C -5.25589 -0.42570 0.58058  0.1585
C -5.93804 -1.21145 1.57493  -0.1818
C -7.23098 -1.57482 1.38900  -0.1772
C -7.90056 -1.19917 0.18799  0.0345
C -7.24390 -0.43479 -0.81681  -0.1956
C -5.95251 -0.06673 -0.63234  -0.1241
H -4.29942 -2.26039 -1.30992  0.2415
H -2.71171 -2.61587 -1.99534  0.2584
H -3.44126 -1.01850 -2.25373  0.2399
H -3.90016 -2.93951 1.25304  0.2328
H -2.48263 -2.52206 2.25142  0.2500
H -2.30933 -3.60305 0.85820  0.2596
H -3.72197 0.98839 0.30798  0.2694
H -3.66826 0.10027 1.86825  0.2697
H -5.42382 -1.48034 2.48955  0.2452
H -7.75982 -2.13843 2.14840  0.2660
H -8.93166 -1.50449 0.03543  0.2553
H -7.77737 -0.14788 -1.71515  0.2630
H -5.44050 0.52660 -1.38105  0.2308

Computed properties:
- Gap between HOMO and LUMO (alpha / beta): 7.466 / 4.493 eV
- Lowest unoccupied orbital energy (alpha / beta): -0.2874 / -0.4144 Eh
- Charge: +3
- 2S+1: 5

# 2
A molecular structure, C43H56AsF6N4O5TeTi. Source: OMol25; level of theory: ωB97M-V/def2-TZVPD.

Each line ends with the Löwdin spin population.
Geometry (Å):
Ti -0.03368 -0.37687 -0.44731  0.0143
C 2.89257 6.00067 -1.16279  -0.0003
C 3.86864 4.90495 -1.61431  -0.0006
C 4.49484 5.34269 -2.93842  0.0002
C 4.99134 4.76791 -0.57611  -0.0002
C 3.12480 3.57362 -1.73427  -0.0013
C 2.49518 3.05411 -0.60461  0.0127
C 1.81276 1.85231 -0.68984  0.0016
N 1.10783 1.14777 0.28350  0.0826
C 1.21902 1.16930 1.61738  0.0577
C 1.69439 2.15755 2.46679  0.0068
C 1.73787 1.96194 3.84732  0.0771
C 1.38980 0.72491 4.37543  0.0775
C 1.02256 -0.42838 3.57068  0.0017
C 0.84797 -0.14011 2.16211  0.0318
O 0.59515 -1.05054 1.27192  -0.0082
C 1.39798 -1.83586 4.07107  -0.0002
C 1.28159 -1.93314 5.59446  0.0016
C 0.55266 -2.95550 3.46062  0.0017
C 2.86728 -2.02725 3.65892  0.0003
C 2.09562 3.14191 4.74713  0.0068
C 2.19212 2.74375 6.22025  0.0004
C 3.44600 3.73033 4.31632  0.0026
C 0.99656 4.20555 4.59943  0.0032
C 1.78469 1.14053 -1.90205  0.0127
O 1.15532 -0.05920 -1.83642  -0.0002
C 2.35952 1.65223 -3.05819  -0.0018
C 3.03354 2.87094 -2.93102  0.0138
C 2.27228 0.89488 -4.38292  -0.0006
C 2.90516 1.68142 -5.53295  0.0001
C 0.80111 0.64031 -4.74698  -0.0003
C 3.01323 -0.44355 -4.24855  -0.0003
H 3.40823 6.96151 -1.09505  -0.0001
H 2.06898 6.10037 -1.87177  0.0000
H 2.46457 5.78180 -0.18340  0.0000
H 5.02085 6.28835 -2.79524  0.0000
H 5.21794 4.61107 -3.30381  0.0000
H 3.73835 5.49607 -3.71027  0.0000
H 5.52507 5.71508 -0.46745  -0.0001
H 4.59955 4.48833 0.40326  0.0001
H 5.70721 4.00216 -0.88082  0.0000
H 2.52311 3.60845 0.31962  0.0011
H 1.95301 3.11989 2.05883  -0.0004
H 1.45672 0.56088 5.43775  -0.0004
H 0.27041 -1.69301 5.92977  0.0030
H 1.50032 -2.95812 5.89550  0.0001
H 1.99049 -1.28955 6.11615  0.0001
H -0.51067 -2.79792 3.64964  0.0020
H 0.69694 -3.03166 2.38783  -0.0001
H 0.84592 -3.90043 3.92242  0.0001
H 3.50484 -1.26136 4.10604  0.0004
H 3.22049 -3.00446 3.99257  -0.0001
H 2.97740 -1.98020 2.57373  0.0001
H 2.94467 1.96870 6.38229  0.0003
H 2.48172 3.61472 6.80939  -0.0001
H 1.23514 2.38914 6.60796  -0.0002
H 4.23836 2.98262 4.38584  0.0000
H 3.42290 4.10371 3.29228  -0.0001
H 3.70689 4.56763 4.96618  0.0001
H 0.02314 3.79566 4.87502  0.0006
H 1.20994 5.05713 5.24873  0.0003
H 0.92770 4.56899 3.57340  -0.0001
H 3.49593 3.28804 -3.81098  0.0009
H 2.44134 2.66219 -5.65408  0.0000
H 3.97881 1.82051 -5.39087  0.0000
H 2.76485 1.12831 -6.46326  0.0000
H 0.25241 1.58209 -4.81395  0.0000
H 0.74523 0.14414 -5.71901  0.0000
H 0.30526 0.01345 -4.00849  0.0000
H 4.06597 -0.27650 -4.01141  0.0000
H 2.57561 -1.05636 -3.46149  0.0000
H 2.95906 -0.99796 -5.18914  0.0000
Te -1.12428 0.21770 3.78534  0.5632
C -1.39166 -3.66500 -2.95869  0.0002
O -0.33494 -3.27639 -2.04624  0.0005
C -0.43262 -2.11161 -1.48293  0.0024
O -1.33683 -1.28993 -1.71938  0.0009
H -2.19779 -4.11838 -2.38394  0.0000
H -0.94784 -4.38765 -3.63591  0.0000
H -1.76078 -2.79701 -3.49813  0.0000
F -1.71132 0.29017 0.52842  0.0163
As -2.47616 1.76105 -0.32847  0.0008
F -1.15704 1.40039 -1.46198  0.0020
F -1.38563 2.73633 0.56548  0.0007
F -3.05092 3.07892 -1.23064  0.0000
F -3.61959 1.84403 0.94194  0.0014
F -3.46411 0.64086 -1.16569  0.0003
C -4.30539 -3.76059 -5.15543  0.0000
C -4.92006 -3.89679 -3.78842  0.0000
C -5.04912 -2.79946 -2.94290  0.0000
C -5.66378 -2.90418 -1.70479  0.0000
C -6.15149 -4.13292 -1.27599  0.0000
N -6.82998 -4.29901 -0.04140  0.0000
C -6.77063 -3.48535 1.06919  0.0000
O -7.74361 -3.28487 1.76689  0.0000
N -5.57284 -2.83380 1.30090  0.0001
C -4.26261 -3.29690 1.08683  0.0003
C -3.91559 -4.63736 0.98133  0.0001
C -2.57792 -4.96298 0.82426  0.0004
C -1.63257 -3.95119 0.78774  0.0001
N -1.96047 -2.66382 0.88132  0.0030
C -3.24093 -2.35222 1.01800  0.0044
C -6.00590 -5.24408 -2.09848  0.0000
C -5.40621 -5.12134 -3.34123  0.0000
H -3.61277 -2.92003 -5.19887  0.0000
H -5.07439 -3.58571 -5.91075  0.0000
H -3.76720 -4.66510 -5.44072  0.0000
H -4.67321 -1.83237 -3.25714  0.0000
H -5.76740 -2.02653 -1.08106  0.0000
H -7.71174 -4.78625 -0.08713  0.0000
H -5.67688 -2.08429 1.96721  0.0000
H -4.67092 -5.40873 1.03357  0.0000
H -2.27235 -5.99745 0.74209  0.0000
H -0.57959 -4.17399 0.66047  0.0000
H -3.48206 -1.29398 1.06830  0.0021
H -6.36948 -6.20749 -1.76072  0.0000
H -5.31180 -5.99736 -3.97257  0.0000

Computed properties:
- Gap between HOMO and LUMO (alpha / beta): 6.418 / 5.460 eV
- Lowest unoccupied orbital energy (alpha / beta): -0.0305 / -0.0763 Eh
- 2S+1: 2

> Which of these has the highest 2S+1?

C43H56AsClN2O2PPd

> Among the records above, which one has the lowest 2S+1?

C43H56AsF6N4O5TeTi